(1)
Molecular formula: C6H14
Method: DFT, the ωB97M-V functional and the def2-TZVPD basis

CARTESIAN COORDINATES (ANGSTROEM)
C -3.00787 -0.43723 -0.31827
C -1.87055 0.44729 0.18488
C 3.07853 0.43440 0.52853
C 1.99431 0.53167 -0.23599
C -0.48368 -0.04196 -0.23085
C 0.62275 0.90100 0.25363
H -0.43864 -0.12766 -1.32672
H 3.03515 0.61526 1.60122
H -0.30990 -1.05310 0.16268
H 4.04937 0.17371 0.11524
H 2.08128 0.34029 -1.30778
H 2.12260 -2.14960 -0.12145
H 0.62427 0.93845 1.35114
H 1.89047 -2.82200 -0.34447
H -2.91594 -1.45988 0.06577
H -3.98103 -0.04736 -0.00066
H -1.91389 0.51470 1.28076
H -3.01130 -0.49157 -1.41336
H 0.38414 1.91797 -0.09304
H -2.01152 1.47104 -0.18896

Forces on atoms 1 to 6 (eV/Å):
C -0.040 -0.039 -0.013
C 0.008 0.056 0.031
C -0.125 0.032 -0.096
C 0.163 0.034 0.098
C -0.005 -0.036 -0.023
C -0.003 0.040 0.056

The energy above the lowest of the compared OMol25 structures with the same formula, charge and spin is 39.45 kcal/mol. As for the HOMO energy: -9.605 eV. The SMILES is C=CCCCC.[H][H]. For the orbital gap, the calculation gives 10.89 eV.

Here are the natural (NBO) charges for atoms 1 to 8, given in e: number 1, C, carries -0.602; number 2, C, carries -0.390; number 3, C, carries -0.406; number 4, C, carries -0.160; number 5, C, carries -0.386; number 6, C, carries -0.439; number 7, H, carries 0.193; number 8, H, carries 0.190

---

(2)
Molecular formula: C4H8O2
Method: DFT, the ωB97M-V functional and the def2-TZVPD basis

CARTESIAN COORDINATES (ANGSTROEM)
O 0.82877 -0.56232 -2.48412
O 1.31661 0.59144 0.58511
C -0.04912 0.72905 0.96620
C -0.02125 -0.40538 -1.36697
C -0.65395 -0.46991 1.65762
C 0.34103 0.72841 -0.44619
H -0.32000 1.69813 1.39208
H 1.69213 -0.18910 -2.27880
H -0.13494 -1.38158 1.34790
H 0.40784 1.68929 -0.96268
H -0.54236 -0.37317 2.74265
H -1.01270 -0.13111 -1.75182
H -1.72099 -0.56896 1.42665
H -0.13106 -1.35480 -0.82762

Forces on atoms 1 to 6 (eV/Å):
O 0.231 0.169 -0.086
O 0.206 -0.101 -0.045
C -0.252 -0.003 0.111
C -0.324 0.048 0.273
C 0.015 -0.011 -0.003
C -0.221 0.069 -0.262

The energy above the lowest of the compared OMol25 structures with the same formula, charge and spin is 47.62 kcal/mol. As for the HOMO energy: -10.390 eV. The SMILES is C[C@H]1O[C@H]1CO. For the orbital gap, the calculation gives 11.41 eV.

Here are the natural (NBO) charges for atoms 1 to 8, given in e: number 1, O, carries -0.712; number 2, O, carries -0.490; number 3, C, carries 0.068; number 4, C, carries -0.089; number 5, C, carries -0.643; number 6, C, carries 0.017; number 7, H, carries 0.181; number 8, H, carries 0.471

---

(3)
Molecular formula: C4H3F3N3
Method: DFT, the ωB97M-V functional and the def2-TZVPD basis

CARTESIAN COORDINATES (ANGSTROEM)
F 2.90752 0.36503 -2.23735
F 3.69443 -0.21650 -0.26867
F 1.87391 -1.12145 -1.07046
N -1.54611 -0.12368 0.73411
N 1.47228 1.56443 0.78928
N 0.34067 1.17724 -0.01764
C -0.57992 0.37729 0.34547
C 2.61392 -0.02414 -1.01801
C 1.72056 0.91767 -0.23688
C -2.80134 -0.60334 0.82257
H -3.63809 -0.04931 1.23750
H -2.90133 -1.61678 1.12410
H -3.15652 -0.64646 -0.20403

Forces on atoms 1 to 6 (eV/Å):
F 0.044 0.160 0.460
F -0.231 0.013 -0.643
F 0.014 -0.690 -0.118
N 3.031 1.564 -0.360
N 2.657 0.346 1.252
N -0.907 0.635 -3.067

The energy above the lowest of the compared OMol25 structures with the same formula, charge and spin is 49.08 kcal/mol. As for the HOMO energy: -15.630 eV. The SMILES is C[N+]#CN1N=C1C(F)(F)F. The net charge is +1. For the orbital gap, the calculation gives 10.41 eV.

Here are the natural (NBO) charges for atoms 1 to 8, given in e: number 1, F, carries -0.251; number 2, F, carries -0.259; number 3, F, carries -0.282; number 4, N, carries -0.194; number 5, N, carries -0.018; number 6, N, carries -0.352; number 7, C, carries 0.713; number 8, C, carries 0.968

---

(4)
Molecular formula: C4H21N2O7S
Method: DFT, the ωB97M-V functional and the def2-TZVPD basis

CARTESIAN COORDINATES (ANGSTROEM)
S 3.34752 -0.10876 1.50206
O 0.44179 -2.41759 0.29073
O -1.78941 2.75278 0.19642
O 1.26123 -1.69609 2.47131
O 0.99441 -1.42103 -2.77442
O -1.61878 -1.68144 -2.52737
O -0.30762 0.76686 -3.29511
O -0.25872 3.34797 -2.07964
N -1.96580 -1.53185 1.84853
N -0.40926 0.36805 1.15352
C -1.16386 -0.36335 2.32325
C 0.98809 0.63397 1.59452
C 2.10911 0.83008 0.48750
C 1.74749 -0.54336 2.43547
H 1.19286 -0.54160 -2.66787
H 2.59415 1.78082 0.28082
H -1.02125 -1.77282 -3.31655
H 1.05542 -2.31973 1.16916
H 0.14500 2.40433 -2.02034
H -0.53105 -0.76122 3.13687
H 1.81367 0.19079 -0.30493
H -1.20755 -2.02749 -1.73174
H -2.67698 2.90509 0.08990
H 0.87414 1.58862 2.24841
H -2.22498 -1.34626 0.86618
H -1.72274 0.60646 2.70009
H -0.99461 0.06535 -3.00124
H -1.36562 -2.27497 1.69639
H -1.54882 1.92473 0.35142
H 1.74455 -0.23706 3.48191
H 1.48491 -1.85929 -2.02459
H -0.75144 3.25872 -1.21437
H -0.80118 1.59348 -3.34347
H 0.98530 -1.83805 -0.27446
H -0.41998 -0.27614 0.25163

Forces on atoms 1 to 6 (eV/Å):
S 0.184 -0.080 -0.279
O 1.459 -0.054 -0.745
O 1.688 6.330 -0.943
O -0.241 -4.164 -1.078
O 0.923 -4.238 1.048
O -0.700 0.400 -1.525

The energy above the lowest of the compared OMol25 structures with the same formula, charge and spin is 103.93 kcal/mol. As for the HOMO energy: -4.339 eV. The net charge is -1. For the orbital gap, the calculation gives 7.26 eV.

Here are the natural (NBO) charges for atoms 1 to 8, given in e: number 1, S, carries -0.049; number 2, O, carries -1.048; number 3, O, carries -0.953; number 4, O, carries -0.833; number 5, O, carries -0.954; number 6, O, carries -0.983; number 7, O, carries -1.012; number 8, O, carries -0.998

---

(5)
Molecular formula: C35H43BaN4O7S3Si
Method: DFT, the ωB97M-V functional and the def2-TZVPD basis

CARTESIAN COORDINATES (ANGSTROEM)
Ba -1.27500 0.64378 -0.39954
S 3.51054 -3.48358 -4.03004
S 0.19890 -3.31550 -2.03132
S 0.95648 -0.83016 -4.25527
Si -0.49279 -0.95255 2.88770
O -2.23256 -0.83839 -2.40144
O 1.65024 5.34647 -1.11193
O 0.63873 2.41512 -0.42566
O -1.33315 7.25817 -3.15780
O -1.24320 -0.98275 1.49464
O 2.73909 3.17004 -0.30872
O -3.91889 -0.03860 -1.18429
N -2.49578 3.26437 -0.93568
N 0.37160 5.80076 -3.02912
N -3.37469 -3.27826 -2.70173
N 1.48044 -0.16888 -0.81972
C 1.35033 -1.37777 2.70123
C -0.03740 3.14866 3.42733
C -0.35600 -2.05479 -4.43973
C 1.90185 2.26143 -0.35198
C -1.79055 5.35570 -1.86279
C -3.59594 3.85747 -0.48988
C 1.73502 -2.36695 1.78835
C -3.07730 -3.56539 4.82200
C -0.65770 3.41180 4.64224
C 3.02448 -3.18374 -2.29662
C -1.63651 3.99626 -1.64284
C 1.20089 4.83345 -2.35486
C 2.41597 0.81395 -0.27239
C -2.48182 -2.70809 3.90444
C -3.39324 -0.91670 -1.90444
C 2.23236 -1.37551 -5.42422
C 2.36355 -0.72812 3.40899
C -2.42377 -3.87682 6.00618
C -0.58497 -2.47741 5.34405
C 4.06209 -2.01865 2.29975
C -2.92140 5.97421 -1.33906
C 1.84376 -4.04263 -1.84669
C -1.22823 -2.14563 4.14990
C -0.51915 0.77402 3.67237
C -4.19557 -2.19113 -2.16643
C 0.03239 1.84482 2.95902
C 3.07188 -2.68633 1.58854
C 3.53500 -1.83360 -4.77722
C -3.84398 5.21305 -0.64539
C -0.89051 6.20942 -2.71325
C -1.20697 2.36713 5.37238
C -1.17238 -3.33229 6.26669
C -1.14115 1.06553 4.88744
C 3.70453 -1.03951 3.21362
C -0.09134 -3.41627 -3.82343
H 1.92015 -4.21274 -0.77132
H -4.97412 -1.93330 -2.89108
H 1.64677 -1.08522 -0.41901
H 0.96579 -2.87903 1.21606
H 0.85967 6.52121 -3.54250
H 4.47037 -0.50814 3.76577
H 2.79175 -2.12593 -2.18347
H -3.06809 7.03070 -1.51421
H -1.21973 -1.59723 -3.94938
H -2.98455 -2.46819 2.97395
H 0.76837 -3.90521 -4.27681
H -4.05108 -3.99222 4.61283
H 2.05122 4.63005 -3.00977
H -3.83704 -4.16589 -2.54645
H -1.69499 2.56743 6.31920
H 3.89414 -3.41020 -1.67757
H 0.39622 -2.06317 5.55600
H 3.87235 -1.11409 -4.03007
H -4.29359 3.21510 0.03795
H -0.77425 3.46591 -2.00642
H -0.58759 -2.16110 -5.50181
H 2.55080 0.59552 0.79229
H 2.04882 4.58839 -0.65923
H 2.10275 0.05474 4.11346
H 0.69097 3.88867 -2.19789
H -4.73762 5.65466 -0.22743
H 3.35064 -3.45761 0.87972
H 3.41122 0.78416 -0.72483
H 5.10583 -2.25916 2.13795
H 1.56809 -0.25960 -1.82710
H -0.97504 -4.03673 -3.98200
H -4.70180 -2.43110 -1.22599
H 0.52590 1.66984 2.00779
H 1.87306 -5.02607 -2.32073
H -2.49841 -3.30854 -2.19054
H 2.44834 -0.52864 -6.07921
H -1.58539 0.26216 5.46553
H 0.38835 3.95401 2.84116
H -0.71568 4.42724 5.01515
H -2.88540 -4.54489 6.72350
H 1.81579 -2.17119 -6.04354
H 4.31466 -1.88709 -5.54066
H -0.65581 -3.57706 7.18732

Forces on atoms 1 to 6 (eV/Å):
Ba -0.366 -0.280 0.081
S -0.020 0.008 0.001
S -0.007 -0.014 0.021
S -0.001 0.068 -0.078
Si 0.061 0.070 0.026
O 0.070 0.005 0.102

The energy above the lowest of the compared OMol25 structures with the same formula, charge and spin is 3.42 kcal/mol. As for the HOMO energy: -6.500 eV. The net charge is -1. For the orbital gap, the calculation gives 8.54 eV.

Here are the Löwdin charges for atoms 1 to 8, given in e: number 1, Ba, carries 1.968; number 2, S, carries 0.859; number 3, S, carries 0.872; number 4, S, carries 0.885; number 5, Si, carries 0.375; number 6, O, carries -0.248; number 7, O, carries -0.047; number 8, O, carries -0.274

---

(6)
Molecular formula: C20H27N3O4
Method: DFT, the ωB97M-V functional and the def2-TZVPD basis

CARTESIAN COORDINATES (ANGSTROEM)
O 0.13518 1.75203 -1.81463
O 0.10475 1.96454 2.18196
O -4.32048 -0.65814 0.20096
O -2.92061 -1.62773 -1.32450
N 2.36040 1.70844 -1.25032
N 1.03371 3.16629 -0.23098
N -1.78038 1.62624 1.01684
C 1.97583 -0.76438 0.17183
C -5.08667 -1.55754 -0.56505
C -2.03038 0.38772 1.73134
C 2.97851 -4.08295 1.69128
C -3.01075 -0.59606 -0.35758
C 2.26672 3.22101 0.53300
C 3.73155 -2.82624 -0.35021
C -0.64506 2.30204 1.27519
C 2.69789 0.47467 -1.90586
C -2.76717 0.75588 -1.03934
C 1.07484 2.14492 -1.15262
C -1.98299 -0.79446 0.76642
C -0.23506 3.48472 0.38953
C 3.22166 2.31682 -0.26264
C -2.77964 1.87336 0.00400
C 2.78519 -0.69670 -0.95476
C 2.92303 -2.89688 0.77693
C -4.02696 -2.48424 -1.16352
C 2.04583 -1.84896 1.02569
C 3.66677 -1.73963 -1.20303
H -2.20453 -1.71846 1.30172
H -1.26913 0.28673 2.50635
H -5.63128 -1.02244 -1.35517
H 2.62252 4.25407 0.58706
H 2.10114 2.84431 1.54780
H 2.76988 -3.79058 2.71794
H -2.62521 2.83236 -0.48378
H 3.69214 1.55458 0.36728
H -4.29352 -2.88984 -2.13906
H 1.90001 0.29145 -2.63483
H -3.75786 1.88692 0.50037
H -0.10148 4.37148 1.01299
H -0.93940 3.69673 -0.41137
H -3.78468 -3.30334 -0.47206
H -1.80208 0.73106 -1.54533
H 1.41061 -1.87823 1.89939
H -5.79284 -2.06085 0.09562
H -0.99842 -0.87956 0.30626
H 4.01081 2.89374 -0.75996
H 4.30681 -1.70146 -2.07343
H 1.28842 0.03918 0.39258
H 4.42381 -3.62920 -0.56099
H 3.64383 0.59623 -2.44507
H 2.23017 -4.81786 1.39219
H -3.54852 0.93048 -1.77934
H -3.02161 0.43831 2.19250
H 3.95472 -4.56058 1.65038

Forces on atoms 1 to 6 (eV/Å):
O -0.447 -0.244 -0.068
O 0.364 -0.009 0.161
O 0.226 0.108 0.221
O 0.100 0.244 -0.066
N 0.099 -0.135 0.077
N -0.020 0.062 0.053

The energy above the lowest of the compared OMol25 structures with the same formula, charge and spin is 34.39 kcal/mol. As for the HOMO energy: -8.556 eV. The SMILES is Cc1ccc(CN2CCN(CC(=O)N3CCC4(CC3)OCCO4)C2=O)cc1. For the orbital gap, the calculation gives 9.43 eV.

Here are the natural (NBO) charges for atoms 1 to 8, given in e: number 1, O, carries -0.679; number 2, O, carries -0.666; number 3, O, carries -0.550; number 4, O, carries -0.524; number 5, N, carries -0.438; number 6, N, carries -0.440; number 7, N, carries -0.425; number 8, C, carries -0.230

---

(7)
Molecular formula: C5H10O
Method: DFT, the ωB97M-V functional and the def2-TZVPD basis

CARTESIAN COORDINATES (ANGSTROEM)
O 2.11619 5.44430 -1.34138
C -2.07907 -4.39459 0.75311
C -0.89435 -3.44617 0.78888
C 1.41672 4.38028 -1.30329
C -2.17814 -5.49473 1.46272
C 1.38317 3.33403 -0.41006
H -1.39712 -5.74622 2.17803
H -0.05328 -3.74472 1.40203
H -2.95183 -6.25162 1.45793
H 0.59792 4.41521 -2.01258
H -0.70631 -3.24142 -0.26894
H 2.95341 5.42669 -0.84650
H 1.99810 3.17060 0.47218
H -1.25989 -2.45789 1.10005
H 0.69716 2.50232 -0.50732
H -2.72756 -4.05596 -0.05075

Forces on atoms 1 to 6 (eV/Å):
O 0.707 -0.272 -0.168
C 0.957 0.791 -0.530
C -1.418 0.523 -0.398
C -1.642 0.853 -0.880
C 0.165 -0.773 0.760
C 0.831 -1.691 1.628

The energy above the lowest of the compared OMol25 structures with the same formula, charge and spin is 32.56 kcal/mol. As for the HOMO energy (alpha / beta): -11.195 / -11.195 eV. As for the multiplicity: 2. The net charge is +1. For the orbital gap (alpha / beta), the calculation gives 6.08 / 2.04 eV.

Here are the natural (NBO) charges for atoms 1 to 8, given in e: number 1, O, carries -0.458; number 2, C, carries -0.171; number 3, C, carries -0.642; number 4, C, carries 0.329; number 5, C, carries -0.401; number 6, C, carries -0.125; number 7, H, carries 0.187; number 8, H, carries 0.216